(1)
# C3H6Br2Si

A cluster of 2 separate species, C3H6Br2Si in total at a distorted geometry (the ωB97M-V functional and the def2-TZVPD basis, the Open Molecules 2025 dataset).

The energy comes out at -151170.6058 eV. Its maximum force is 3.09 eV/Å. The value obtained for the HOMO energy is -10.47 eV. The HOMO-LUMO gap is 11.04 eV. Its SMILES is C[SiH](Br)Br.C#C.

Each line ends with the Mulliken charge.
Atoms and positions in Å:
C: -1.8720 -0.2284 -2.1961  -0.921
Si: -0.9667 0.1512 -0.6226  0.558
Br: -1.3437 2.2228 0.0450  -0.209
Br: -1.5724 -1.4981 0.7238  -0.235
H: -1.5510 0.2353 -3.1588  0.330
H: -2.2710 -1.2377 -2.5181  0.314
H: -2.8520 0.3503 -1.8568  0.225
H: 0.6171 -0.0536 -0.7668  -0.069
C: 2.5849 -0.4699 2.5453  -0.399
C: 3.2323 0.5391 2.5235  -0.271
H: 2.2785 -1.5241 2.5685  0.329
H: 3.7162 1.5131 2.7131  0.348

---

(2)
# C28H63N6O12PS

A cluster of 7 separate species, C28H63N6O12PS in total at a distorted geometry (the ωB97M-V functional and the def2-TZVPD basis, the Open Molecules 2025 dataset).

The energy comes out at -83696.4043 eV. Its maximum force is 2.30 eV/Å. The value obtained for the HOMO energy is -8.55 eV. The HOMO-LUMO gap is 8.61 eV. Its SMILES is CCOP(=O)(CC[C@H]1CCCS(=O)(=O)O1)OCC.CNC(C)=O.CNC(C)=O.CNC(C)=O.CNC(C)=O.CNC(C)=O.CNC(C)=O.

Each line ends with the Mulliken charge.
Atoms and positions in Å:
C: 1.6508 2.2186 4.5783  -1.125
C: 1.9615 0.7114 4.4806  0.256
O: 0.8311 -0.1272 4.8044  -0.467
P: -0.1812 -0.3278 3.5546  1.173
O: -0.1971 0.7840 2.5685  -0.570
C: 0.2841 -1.8758 2.6594  -1.150
C: -0.1092 -1.8212 1.1757  -0.714
C: 0.9856 -1.2172 0.2696  0.401
C: 1.3235 -2.2170 -0.8500  -0.804
C: 2.5455 -1.7543 -1.6821  -0.789
C: 2.9352 -0.2832 -1.4353  -0.742
S: 1.4615 0.7709 -1.2659  1.287
O: 1.8454 1.9461 -0.5099  -0.744
O: 0.9529 1.0304 -2.5992  -0.697
O: 0.3969 -0.0647 -0.3774  -0.291
O: -1.6010 -0.5902 4.2979  -0.590
C: -2.7225 -0.5116 3.3944  0.388
C: -3.2717 0.9087 3.2270  -1.217
H: 0.5769 2.3427 4.4572  0.252
H: 2.0238 2.6533 5.4999  0.351
H: 2.1049 2.7165 3.7208  0.306
H: 2.7168 0.4779 5.2316  0.184
H: 2.4122 0.4540 3.5189  0.084
H: 1.3689 -1.9692 2.7533  0.483
H: -0.1825 -2.7011 3.1993  0.484
H: -1.0069 -1.2367 0.9884  0.297
H: -0.3274 -2.8390 0.8492  0.441
H: 1.8652 -0.9465 0.8545  0.197
H: 1.4824 -3.1964 -0.4004  0.476
H: 0.4735 -2.2892 -1.5290  0.288
H: 3.3999 -2.3608 -1.3695  0.314
H: 2.4032 -1.9556 -2.7412  0.369
H: 3.4568 -0.2040 -0.4853  0.369
H: 3.5010 0.1278 -2.2632  0.473
H: -2.5285 -0.9658 2.4212  -0.265
H: -3.5173 -1.0953 3.8455  0.327
H: -2.4850 1.6498 3.1172  0.373
H: -3.8529 1.1731 4.1114  0.334
H: -3.9390 0.8871 2.3653  0.248
C: 1.0098 4.3321 -2.7666  -0.690
N: 0.5981 5.6435 -2.2868  -0.081
C: 1.0249 6.8635 -2.6998  0.598
C: 2.0581 6.8982 -3.7991  -1.126
O: 0.5817 7.8850 -2.1919  -0.681
H: 0.1394 3.8014 -3.1554  0.289
H: 1.4250 3.7597 -1.9431  0.205
H: 1.7525 4.4182 -3.5527  0.250
H: -0.0892 5.6860 -1.5518  0.211
H: 2.3030 7.9325 -4.0198  0.302
H: 2.9683 6.3863 -3.4905  0.387
H: 1.6656 6.4293 -4.7028  0.345
C: -4.9882 -5.4142 3.1964  -0.841
N: -5.0180 -4.0003 3.5387  -0.079
C: -5.5870 -2.9859 2.8470  0.864
C: -6.2885 -3.3209 1.5557  -1.433
O: -5.5159 -1.8310 3.2502  -0.691
H: -5.4714 -5.9887 3.9897  0.299
H: -3.9560 -5.7431 3.1003  0.308
H: -5.4968 -5.6045 2.2607  0.259
H: -4.5659 -3.7044 4.3894  0.240
H: -6.6754 -2.3991 1.1295  0.363
H: -5.5870 -3.7705 0.8494  0.315
H: -7.1226 -4.0019 1.7251  0.452
C: 4.6739 -3.8605 5.1257  -0.844
N: 4.3982 -2.5538 5.6930  -0.149
C: 4.9824 -1.3638 5.3917  0.875
C: 6.0584 -1.3621 4.3332  -1.378
O: 4.6344 -0.3439 5.9638  -0.685
H: 3.7691 -4.2602 4.6638  0.262
H: 4.9936 -4.5445 5.9135  0.307
H: 5.4544 -3.8038 4.3750  0.326
H: 3.6878 -2.4830 6.4046  0.226
H: 6.4212 -0.3469 4.2069  0.314
H: 6.8923 -1.9977 4.6333  0.396
H: 5.6592 -1.7132 3.3804  0.337
C: -4.4460 -6.4687 -2.8340  -0.833
N: -4.4938 -6.6092 -1.3895  -0.152
C: -3.4829 -6.4689 -0.5001  0.884
C: -2.1221 -6.1188 -1.0484  -1.348
O: -3.6808 -6.6180 0.6993  -0.664
H: -5.1231 -5.6707 -3.1397  0.239
H: -4.7632 -7.4038 -3.2996  0.347
H: -3.4452 -6.2261 -3.1715  0.298
H: -5.3778 -6.8343 -0.9624  0.223
H: -1.4227 -6.0391 -0.2214  0.297
H: -1.7724 -6.8951 -1.7298  0.397
H: -2.1601 -5.1630 -1.5733  0.322
C: -4.9484 0.5587 -1.0341  -0.890
N: -4.9478 -0.8866 -1.1860  0.041
C: -4.6887 -1.6146 -2.2995  0.952
C: -4.3538 -0.8588 -3.5617  -1.444
O: -4.7283 -2.8379 -2.2665  -0.632
H: -4.2150 0.8491 -0.2805  0.220
H: -5.9339 0.8923 -0.7060  0.300
H: -4.7038 1.0509 -1.9686  0.387
H: -5.1622 -1.4483 -0.3769  -0.017
H: -4.1733 -1.5729 -4.3592  0.281
H: -5.1824 -0.2119 -3.8513  0.393
H: -3.4558 -0.2562 -3.4199  0.364
C: 5.7099 8.5587 -7.8624  -0.831
N: 5.3797 7.6336 -6.7943  -0.163
C: 5.4906 7.8225 -5.4514  0.809
C: 6.0210 9.1534 -4.9774  -1.344
O: 5.1666 6.9410 -4.6734  -0.630
H: 4.8209 8.7629 -8.4615  0.284
H: 6.4724 8.1196 -8.5083  0.285
H: 6.0857 9.4949 -7.4653  0.313
H: 5.0189 6.7268 -7.0435  0.224
H: 6.0481 9.1507 -3.8924  0.294
H: 7.0313 9.3192 -5.3537  0.394
H: 5.3719 9.9645 -5.3094  0.362

---

(3)
# C39H56N4O19

A structure of composition C39H56N4O19 at a distorted geometry (the ωB97M-V functional and the def2-TZVPD basis, the Open Molecules 2025 dataset).

The energy comes out at -86169.7191 eV. Its maximum force is 14.95 eV/Å. The value obtained for the HOMO energy is -9.00 eV. The HOMO-LUMO gap is 6.29 eV.

Each line ends with the Mulliken charge.
Atoms and positions in Å:
C: 0.7676 -1.6712 0.7549  0.640
C: 1.2519 -0.2997 0.6556  -0.034
O: 1.9249 0.2649 1.5633  0.122
N: 0.8819 0.4792 -0.6830  1.230
H: 1.7175 0.4469 -1.1904  -1.500
H: 0.2092 0.1343 -1.1873  -0.004
C: 0.6029 1.9639 -0.5531  -0.551
H: 1.3987 -2.1617 1.4903  0.446
H: 0.5723 -2.2362 -0.2535  -0.751
H: -0.2130 -1.6191 1.2847  -0.499
H: 0.1908 2.1523 -1.7576  -0.573
H: 1.5308 2.5270 -0.3766  0.638
H: -0.0014 2.1890 0.3536  0.496
C: -0.6358 0.6568 -4.6776  2.197
C: -1.7515 0.1474 -5.5817  -0.329
O: -1.6295 0.4024 -6.7360  -0.500
N: -2.8255 -0.6734 -5.0185  0.736
H: -3.0474 -0.9281 -4.1919  -0.015
H: -3.5542 -0.0021 -5.2869  0.439
C: -3.0217 -2.0091 -5.7476  -0.422
H: -1.0546 1.3875 -3.9343  -0.017
H: 0.1137 1.3611 -5.2951  0.382
H: -0.0787 0.0311 -4.0853  -1.917
H: -2.1639 -2.5893 -5.1817  0.080
H: -2.7954 -2.1170 -6.9032  0.308
H: -3.9097 -2.7547 -5.5786  0.334
N: -2.2839 -1.6074 -1.6225  0.742
O: -3.1957 -1.5023 -2.4710  -0.811
O: -1.3489 -0.7674 -1.6859  -0.738
O: -2.4362 -2.3706 -0.6297  -0.705
N: 1.9390 0.2438 -3.8945  0.933
O: 2.2367 1.2311 -3.3350  -0.669
O: 1.8995 0.2846 -5.1292  -0.709
O: 1.2447 -0.6772 -3.2907  -0.572
C: -1.8225 5.4082 -1.3563  -1.393
C: -0.3071 5.3044 -1.7786  0.472
C: 0.5773 5.1486 -0.5720  -1.225
O: -0.2348 4.1208 -2.5524  -0.417
H: -2.5147 5.3590 -2.0462  0.280
H: -1.8443 6.6084 -1.0131  0.193
H: -1.9027 4.7312 -0.6835  0.427
H: 0.0398 6.1559 -2.3260  0.437
H: 0.4886 5.8581 0.0870  0.674
H: 1.6473 5.2761 -0.8451  0.444
H: 0.4981 4.1493 0.0105  0.014
H: 0.5975 4.0966 -2.7745  0.263
C: 5.1377 0.0130 -0.3842  -1.876
C: 3.7869 -0.5260 -0.9464  0.600
C: 3.3646 -1.7690 -0.2443  -0.082
O: 2.7674 0.5762 -0.6873  -0.686
H: 5.2082 0.1340 0.6041  0.398
H: 5.4720 0.9340 -0.8544  0.447
H: 5.9337 -0.7277 -0.6130  0.419
H: 3.7493 -0.6112 -1.8335  0.790
H: 4.1631 -2.6271 -0.3343  0.567
H: 2.6283 -2.1052 -0.9780  -0.591
H: 3.1102 -1.5319 0.7372  -0.110
H: 2.6758 0.9314 -1.5690  1.666
C: -3.5541 4.1154 -1.9025  -1.990
C: -3.5271 2.6653 -1.3458  1.570
C: -5.0014 2.1748 -1.3667  -1.624
O: -2.6455 1.8831 -2.2910  -0.184
H: -2.7367 4.5532 -2.5685  0.084
H: -3.8624 4.6666 -1.0424  0.611
H: -4.4623 4.0610 -2.5213  0.621
H: -2.8124 2.3189 -0.5248  -0.217
H: -5.5796 2.9997 -0.9255  0.464
H: -5.2700 1.1580 -0.8812  0.247
H: -5.3713 2.1151 -2.4019  0.385
H: -2.7383 0.8987 -2.0042  0.049
C: -3.0724 -1.7990 4.2206  -0.445
C: -2.8642 -1.3846 2.7570  -0.372
C: -2.2151 -0.1006 2.4649  0.445
O: -2.1098 0.2963 1.3361  -0.078
C: -2.0144 0.8668 3.5907  0.047
C: -2.0729 0.4734 5.0049  -0.526
C: -2.7722 -0.7974 5.3728  0.185
O: -2.9130 -1.1276 6.4381  -0.467
H: -3.4941 -2.8032 4.3760  0.448
H: -3.0171 -2.1082 1.7751  0.118
H: -1.5487 1.9259 3.2191  0.081
H: -1.6761 1.0554 5.7744  0.626
C: 1.2890 -3.8262 4.4467  -0.497
C: 1.2196 -2.2522 4.6239  -0.255
C: 0.4176 -2.0033 5.9531  0.363
O: 0.2311 -0.7867 6.3514  -0.516
C: -0.1938 -2.9957 6.7015  -0.174
C: -0.1376 -4.4508 6.3004  -0.451
C: 0.7680 -4.8820 5.3445  0.213
O: 0.8692 -6.0473 4.9393  -0.537
H: 1.9762 -3.9056 3.5575  0.335
H: 1.6855 -1.5272 4.1954  0.810
H: -0.8151 -2.7424 7.5590  0.406
H: -0.7840 -5.3644 6.7977  0.278
C: 2.3573 1.8139 2.7264  0.481
C: 3.7367 1.5787 3.2118  -0.461
C: 4.0636 1.1767 4.6273  0.111
O: 5.2149 0.8170 4.9483  -0.604
C: 2.8898 1.0823 5.6090  -0.602
C: 1.5210 1.3539 5.1154  -0.446
C: 1.2356 1.6189 3.6789  0.655
O: 0.0159 1.7166 3.3579  -0.550
H: 2.2952 2.0781 1.6425  0.071
H: 4.5297 1.4633 2.3358  0.256
H: 3.0347 0.6443 6.5642  0.547
H: 0.7527 1.3562 5.9470  0.302
C: 2.5941 -3.9194 -2.1929  -0.754
C: 2.0557 -3.1209 -3.4561  -0.935
C: 0.4788 -3.4287 -3.7720  0.454
O: -0.0436 -2.8002 -4.6416  -0.516
C: -0.3029 -4.2769 -2.9078  -0.321
C: 0.3181 -4.9586 -1.6894  -0.095
C: 1.7892 -4.7446 -1.3171  0.779
O: 2.2230 -5.4345 -0.3605  -0.625
H: 3.5586 -3.7074 -1.7515  0.550
H: 2.7246 -2.7071 -3.9776  1.068
H: -1.4613 -4.2005 -2.9521  0.241
H: -0.5314 -5.5479 -0.9408  0.226

---

(4)
# C18H14F6N6O8RhS2

A structure of composition C18H14F6N6O8RhS2 (the ωB97M-V functional and the def2-TZVPD basis, the Open Molecules 2025 dataset).

The energy comes out at -85192.6779 eV. Its maximum force is 0.98 eV/Å. The value obtained for the HOMO energy is -12.41 eV. The HOMO-LUMO gap is 7.33 eV. Its charge is +1.

Each line ends with the Mulliken charge.
Atoms and positions in Å:
Rh: 0.3143 -0.2380 0.2965  0.573
F: 1.5241 3.9327 -1.6347  -0.243
C: 0.4694 3.1313 -1.7148  0.641
F: -0.3427 3.5528 -2.6555  -0.200
F: 0.9114 1.8974 -2.0189  -0.231
S: -0.3698 3.0995 -0.0295  1.141
O: 0.0627 1.7892 0.5091  -0.502
O: 0.2165 4.1602 0.7121  -0.629
N: -1.8969 3.2922 -0.2639  -0.633
S: -2.7945 2.0894 -0.8149  1.135
O: -2.1107 1.3278 -1.8511  -0.615
O: -3.4666 1.3509 0.2178  -0.628
C: -4.0737 3.0496 -1.7237  0.488
F: -4.9276 2.1687 -2.2337  -0.199
F: -4.7149 3.8674 -0.9011  -0.204
F: -3.5153 3.7433 -2.7015  -0.191
N: -2.0179 -0.9340 2.4622  0.091
C: -0.8574 -0.4464 2.9947  0.745
C: -0.8401 -0.2328 4.3839  -0.953
C: 0.2701 0.2760 4.9919  -0.448
C: 1.3906 0.5871 4.2181  -0.989
C: 1.3281 0.3643 2.8761  -0.200
N: 0.2295 -0.1588 2.2644  0.474
C: -2.3658 -1.2910 1.1730  0.390
C: -3.5951 -1.9083 0.9455  -0.917
C: -3.9301 -2.2627 -0.3373  -0.473
C: -3.0390 -2.0113 -1.3816  -0.810
C: -1.8569 -1.3968 -1.0799  -0.417
N: -1.5359 -1.0406 0.1775  1.076
H: -2.7500 -1.0783 3.1389  0.233
H: -1.7276 -0.4721 4.9538  0.466
H: 0.2753 0.4391 6.0610  0.441
H: 2.2889 1.0002 4.6509  0.513
H: 2.1573 0.5963 2.2352  0.287
H: -4.2641 -2.0953 1.7744  0.507
H: -4.8821 -2.7364 -0.5340  0.440
H: -3.2635 -2.2782 -2.4027  0.477
H: -1.1317 -1.1566 -1.8488  0.507
C: 3.2572 2.3899 0.0389  -1.440
C: 3.3611 0.9082 -0.0205  0.474
N: 2.3825 0.0163 0.0645  0.154
C: 2.9422 -1.2375 -0.0535  0.191
C: 4.2866 -1.1125 -0.1993  0.204
N: 4.5188 0.2379 -0.1727  -0.092
C: 5.4574 -2.0320 -0.3558  0.544
O: 5.2115 -3.3252 -0.3714  -0.505
O: 6.5500 -1.5404 -0.4380  -0.564
C: 2.0545 -2.4133 0.0220  0.457
O: 2.4677 -3.5477 -0.0795  -0.789
O: 0.7754 -2.1236 0.1777  -0.565
H: 2.4088 2.6962 0.6481  0.234
H: 3.1148 2.8062 -0.9617  0.318
H: 4.1714 2.8126 0.4524  0.532
H: 5.4492 0.6249 -0.2769  0.284
H: 4.2465 -3.5233 -0.2716  0.423

---

(5)
# C4H4OS

A structure of composition C4H4OS at a distorted geometry (the ωB97M-V functional and the def2-TZVPD basis, the Open Molecules 2025 dataset).

The energy comes out at -17093.6327 eV. Its maximum force is 3.92 eV/Å. The value obtained for the HOMO energy is -8.67 eV. The HOMO-LUMO gap is 8.51 eV.

Each line ends with the Mulliken charge.
Atoms and positions in Å:
C: 0.5700 -0.9962 0.0893  -0.900
C: -0.0919 0.1970 0.1397  0.821
C: 1.9364 -0.5816 0.0456  0.609
C: -1.4242 0.6622 -0.0924  -1.057
O: 3.0794 -0.8250 -0.0860  -0.426
S: 1.2666 1.3072 0.3628  -0.278
H: 0.1011 -2.0241 -0.2115  0.251
H: -1.9745 -0.1503 0.2112  0.357
H: -1.7827 0.9745 -1.0681  0.285
H: -1.6803 1.4362 0.6094  0.337

---

(6)
# C21H16IrN6S

A structure of composition C21H16IrN6S at a distorted geometry (the ωB97M-V functional and the def2-TZVPD basis, the Open Molecules 2025 dataset).

The energy comes out at -44643.5588 eV. Its maximum force is 2.02 eV/Å. The value obtained for the HOMO energy (spin up / spin down) is -10.96 / -10.92 eV. The HOMO-LUMO gap (spin up / spin down) is 6.23 / 6.52 eV. Its charge is +1.

Each line ends with the Mulliken charge.
Atoms and positions in Å:
Ir: 1.6584 -0.5451 -0.9233  0.898
C: -0.4409 -0.7425 1.5910  -1.435
C: 0.9799 -0.8902 2.0263  1.143
C: 1.2814 -0.9308 3.4041  -0.703
C: 2.5701 -1.0208 3.8310  -0.683
C: 3.6160 -1.1108 2.8932  1.078
C: 4.9805 -1.1833 3.2623  -0.862
C: 5.9407 -1.2797 2.2978  -0.677
C: 5.5685 -1.3498 0.9375  -0.311
C: 4.2511 -1.2847 0.5688  0.268
S: 3.7391 -1.4208 -1.1040  -0.283
C: 3.2642 -1.1204 1.5374  -0.097
N: 1.9495 -0.9779 1.1192  -0.333
H: -1.0990 -0.6810 2.4553  0.393
H: -0.7389 -1.5869 0.9722  0.316
H: -0.5631 0.1534 0.9836  0.312
H: 0.4647 -0.8783 4.1093  0.358
H: 2.8049 -1.0310 4.8890  0.442
H: 5.2427 -1.1597 4.3127  0.397
H: 6.9875 -1.3156 2.5672  0.405
H: 6.3272 -1.4586 0.1717  0.431
N: -8.2205 -1.5443 -1.8001  -0.444
C: -7.0761 -1.4447 -1.7863  -0.080
C: -5.6371 -1.3043 -1.7594  0.577
C: -5.0740 -0.0521 -1.5281  -0.651
C: -3.6990 0.0832 -1.4837  -0.399
C: -2.8712 -1.0271 -1.6675  0.251
C: -3.4470 -2.2782 -1.8975  -0.519
C: -4.8222 -2.4161 -1.9457  -0.604
C: -1.4428 -0.8888 -1.5659  1.275
C: -0.2294 -0.7802 -1.5108  -1.508
H: -5.7201 0.8039 -1.3872  0.440
H: -3.2529 1.0515 -1.2961  0.364
H: -2.8059 -3.1385 -2.0348  0.472
H: -5.2714 -3.3837 -2.1241  0.463
N: -0.9294 3.2528 -2.1068  -0.295
C: 0.0630 4.1126 -1.8291  0.659
N: -0.1614 5.4209 -1.9334  -0.358
N: 1.2700 3.7299 -1.4462  -0.617
C: 1.5822 2.5036 -1.2527  0.708
N: 1.9752 1.4318 -1.0295  -0.558
H: -1.8056 3.5712 -2.4825  0.220
H: -0.7345 2.2637 -2.1521  0.105
H: -1.0566 5.7941 -2.1924  0.198
H: 0.5820 6.0532 -1.6906  0.246

---

(7)
# C7H10BrNO

A cluster of 2 separate species, C7H10BrNO in total at a distorted geometry (the ωB97M-V functional and the def2-TZVPD basis, the Open Molecules 2025 dataset).

The energy comes out at -80997.2615 eV. Its maximum force is 3.13 eV/Å. The value obtained for the HOMO energy (spin up / spin down) is -6.43 / -7.66 eV. The HOMO-LUMO gap (spin up / spin down) is 6.77 / 8.10 eV.

Each line ends with the Mulliken charge.
Atoms and positions in Å:
C: 1.5679 0.3102 2.2470  -0.342
C: 0.5980 -0.6020 1.7997  -0.514
C: 1.0712 1.5860 2.0497  -0.620
C: -0.3762 0.1775 1.1365  0.287
C: -0.0697 -1.4284 -2.8688  -1.036
C: -1.5125 -0.2348 0.4116  -0.337
C: 0.1677 -0.5710 -1.6810  -0.186
N: -0.0724 1.4854 1.3380  0.010
O: -2.4235 0.5431 -0.1867  -0.537
Br: 0.5416 1.3222 -1.9007  -0.213
H: 2.5008 0.0314 2.6157  0.462
H: 0.7376 -1.7072 1.9684  0.349
H: 1.6271 2.4464 2.0134  0.399
H: -0.8516 -0.9711 -3.4516  0.314
H: -0.5118 -2.3199 -2.3743  0.297
H: 0.8728 -1.4592 -3.4236  0.323
H: -1.9008 -1.3141 0.6629  0.279
H: 0.8224 -0.9438 -0.9173  0.454
H: -0.7435 2.2818 1.1835  0.270
H: -2.0450 1.3676 -0.6223  0.342